1.
{"formula": "C44H63N7O4Ti", "method": "ωB97M-V/def2-TZVPD", "gap_ev": [5.893, 5.945], "e_lumo_ev": [-3.249, -3.657], "e_above_lowest_kcal_mol": 20.9, "multiplicity": 2, "s_squared": 0.77, "charge": 1, "elements": ["Ti", "O", "C", "O", "C", "C", "C", "C", "C", "N", "C", "O", "O", "H", "H", "H", "H", "C", "C", "C", "C", "C", "C", "C", "C", "C", "C", "C", "C", "C", "C", "C", "C", "C", "H", "H", "H", "H", "H", "H", "H", "H", "H", "H", "H", "H", "H", "H", "H", "H", "H", "H", "H", "H", "H", "H", "H", "H", "H", "H", "H", "H", "H", "C", "N", "C", "C", "N", "C", "C", "C", "C", "C", "C", "C", "C", "C", "N", "C", "N", "C", "C", "N", "C", "C", "C", "N", "C", "C", "H", "H", "H", "H", "H", "H", "H", "H", "H", "H", "H", "H", "H", "H", "H", "H", "H", "H", "H", "H", "H", "H", "H", "H", "H", "H", "H", "H", "H", "H"], "coordinates": [[0.08159, 0.49942, 0.73925], [-1.32330, 4.26996, 0.13264], [-0.62325, 3.21954, 0.53095], [-1.06927, 2.03731, 0.38576], [0.62123, 3.34436, 1.19832], [1.38502, 4.45461, 1.58468], [2.51497, 4.23634, 2.33774], [2.87750, 2.93367, 2.73713], [2.09474, 1.89554, 2.31485], [1.02048, 2.09645, 1.53727], [2.17737, 0.42772, 2.65067], [2.98243, -0.06558, 3.39013], [1.18226, -0.20683, 2.04840], [-2.20355, 3.97774, -0.14460], [1.06446, 5.44598, 1.29438], [3.12588, 5.07361, 2.64855], [3.73167, 2.74350, 3.37151], [-1.53634, -0.80492, 1.45556], [-2.67516, 0.04600, 1.90591], [-3.70546, -0.13548, 1.00058], [-3.28978, -1.17017, 0.07198], [-2.03962, -1.62241, 0.34470], [-1.42379, -2.91022, -0.18312], [-0.12167, -2.67240, -0.95229], [-1.12639, -3.82173, 1.01915], [-2.39931, -3.64900, -1.10295], [-5.10872, 0.47170, 0.86355], [-5.97686, 0.15973, 2.09933], [-5.04476, 1.99444, 0.58585], [-5.86994, -0.14450, -0.32322], [-2.65034, 0.71227, 3.28792], [-1.22424, 0.94173, 3.80284], [-3.31822, 2.09331, 3.35770], [-3.30916, -0.25710, 4.28786], [-0.98633, -1.33980, 2.22788], [-3.92476, -1.56095, -0.70930], [0.59888, -2.11110, -0.35692], [-0.32322, -2.12316, -1.87433], [0.33371, -3.62794, -1.23005], [-0.34157, -3.39416, 1.64546], [-0.79826, -4.80717, 0.67718], [-2.02244, -3.95287, 1.62920], [-2.62464, -3.07029, -2.00030], [-3.33452, -3.87114, -0.58646], [-1.95327, -4.59315, -1.42247], [-5.72378, 0.76575, 2.96376], [-5.86494, -0.89108, 2.37230], [-7.03066, 0.33402, 1.87069], [-5.92336, 2.49965, 0.99458], [-4.15253, 2.44870, 1.00679], [-5.03591, 2.17919, -0.49270], [-6.05350, -1.21099, -0.17974], [-5.34232, 0.00496, -1.26868], [-6.83743, 0.35387, -0.40639], [-0.68133, 1.61730, 3.14403], [-0.66737, 0.01349, 3.92354], [-1.27679, 1.41491, 4.78462], [-2.87478, 2.76466, 2.61792], [-3.14027, 2.53249, 4.34168], [-4.39168, 2.06752, 3.20502], [-2.70751, -1.16425, 4.38095], [-4.30958, -0.54859, 3.97978], [-3.37127, 0.20971, 5.27512], [1.86887, -0.33976, -3.55559], [0.52009, 0.17803, -3.60514], [0.07049, 0.63070, -4.91121], [-0.18913, 0.39722, -2.47753], [0.43432, 0.61774, -1.30939], [1.50685, 1.58896, -1.36893], [1.13946, 2.79956, -1.92712], [1.97868, 3.92139, -1.93798], [3.19437, 3.83773, -1.33029], [3.63468, 2.62083, -0.75459], [4.88947, 2.60407, -0.10701], [5.34431, 1.45760, 0.48073], [4.60219, 0.27926, 0.36624], [3.39357, 0.21978, -0.31434], [2.71849, -0.98421, -0.47790], [3.38945, -2.11274, -0.57124], [2.80408, -3.28377, -0.17489], [2.30976, -3.44374, 1.18932], [3.03295, -4.53087, -0.88676], [4.62827, -2.23801, -1.14945], [5.20386, -1.27240, -2.06114], [5.58973, -3.20902, -0.64731], [2.82496, 1.44194, -0.81277], [-1.52891, 0.35382, -2.61883], [-2.18009, -0.60643, -3.49908], [-2.43279, 1.30685, -1.98259], [1.99986, -1.06989, -4.35636], [2.01671, -0.82910, -2.59604], [2.60854, 0.45687, -3.68018], [0.87725, 1.20058, -5.37714], [-0.79121, 1.28544, -4.81287], [-0.18308, -0.20548, -5.56549], [0.14238, 2.89329, -2.34374], [1.63610, 4.84532, -2.38619], [3.85417, 4.69535, -1.27859], [5.46601, 3.52036, -0.06682], [6.28379, 1.44703, 1.01983], [4.96999, -0.62371, 0.83701], [1.72236, -2.58351, 1.48898], [3.13522, -3.56010, 1.89896], [1.69141, -4.33794, 1.23295], [3.47317, -4.33983, -1.86170], [2.07043, -5.02473, -1.03749], [3.67677, -5.22064, -0.33287], [4.43707, -0.63109, -2.46842], [5.68893, -1.80762, -2.88098], [5.94864, -0.64246, -1.56579], [5.24293, -3.64478, 0.28591], [6.53553, -2.69814, -0.45071], [5.78321, -4.00753, -1.36750], [-1.47080, -1.35563, -3.84135], [-2.63057, -0.12009, -4.36780], [-2.96973, -1.10534, -2.93674], [-1.95264, 2.27811, -1.90614], [-2.76466, 0.98498, -1.00060], [-3.30480, 1.41154, -2.62948]], "mulliken_spin": [0.305, 0.053, 0.145, -0.029, 0.134, 0.032, 0.058, 0.037, 0.052, 0.113, 0.000, 0.012, -0.021, 0.001, 0.000, 0.003, 0.001, -0.031, -0.004, 0.015, -0.011, 0.028, -0.014, 0.004, 0.004, 0.000, 0.000, 0.002, -0.004, 0.001, 0.005, 0.013, -0.003, -0.002, 0.004, -0.001, 0.026, -0.003, -0.001, 0.000, 0.000, -0.001, 0.000, 0.000, 0.000, 0.000, -0.001, 0.000, 0.000, 0.002, 0.000, 0.000, 0.000, 0.000, -0.002, 0.000, 0.000, 0.002, 0.000, -0.001, 0.000, 0.000, 0.000, -0.003, 0.008, 0.000, 0.026, 0.004, -0.017, -0.003, 0.013, 0.015, 0.004, -0.018, 0.007, -0.002, 0.012, 0.001, 0.003, 0.000, 0.001, 0.000, 0.000, 0.000, 0.000, -0.003, 0.007, 0.000, -0.001, 0.000, 0.006, 0.000, 0.000, 0.000, 0.000, 0.004, 0.002, 0.002, -0.001, 0.000, 0.002, 0.001, 0.000, 0.000, 0.000, 0.000, 0.000, 0.000, 0.000, 0.000, 0.000, 0.000, 0.000, 0.000, 0.000, 0.000, 0.002, 0.003, 0.000]}

***

2.
{"formula": "C4H13NO2", "method": "ωB97M-V/def2-TZVPD", "gap_ev": [8.068, 4.907], "e_lumo_ev": [-5.396, -8.557], "e_above_lowest_kcal_mol": 67.8, "multiplicity": 2, "s_squared": 0.76, "charge": 1, "elements": ["N", "C", "C", "C", "C", "H", "H", "H", "H", "H", "H", "H", "H", "H", "H", "H", "O", "H", "H", "O"], "coordinates": [[1.26118, 0.77949, 0.43914], [1.01145, 2.26741, 0.67933], [-2.81052, 2.56450, 0.95927], [-1.37633, 2.18671, 0.94465], [-0.27818, 2.75528, 0.26396], [1.55020, 0.70452, -0.56836], [0.25236, 0.44930, 0.35442], [1.28086, 2.41112, 1.67412], [1.89635, 2.73528, 0.22635], [-3.04537, 3.56301, 0.52542], [-3.23196, 2.40330, 1.99106], [-3.31717, 1.84970, 0.27788], [-1.18695, 1.23597, 1.44249], [-0.36180, 3.36547, -0.67354], [2.02985, -5.30994, -3.07708], [0.76104, -6.06060, -2.46813], [1.72294, -6.02228, -2.46865], [1.59922, -4.26525, -0.85670], [1.27035, -3.42292, 0.41135], [0.97248, -4.19006, -0.07697]], "mulliken_spin": [0.230, 0.010, 0.033, 0.288, 0.343, -0.015, 0.000, 0.013, 0.001, -0.001, 0.014, 0.052, 0.019, 0.014, 0.000, 0.000, 0.000, 0.000, 0.000, 0.000]}

***

3.
{"formula": "C5H15BN2", "method": "ωB97M-V/def2-TZVPD", "gap_ev": 9.409, "e_lumo_ev": 0.605, "e_above_lowest_kcal_mol": 1.6, "charge": 0, "elements": ["C", "B", "N", "N", "C", "C", "C", "C", "H", "H", "H", "H", "H", "H", "H", "H", "H", "H", "H", "H", "H", "H", "H"], "coordinates": [[-2.05586, 0.61895, 1.60896], [-0.18738, 1.05145, 1.31155], [0.48625, 1.80714, 2.33084], [0.65569, 0.49365, 0.26958], [0.37920, -0.47349, -0.83317], [-1.09605, -0.82279, -1.04044], [0.90773, 0.26345, -2.10228], [1.27771, -1.64786, -0.68382], [-2.62201, 1.02097, 0.84054], [-2.37352, 0.99778, 2.59316], [-2.14953, -0.44876, 1.58032], [0.15783, 1.96808, 3.19433], [1.49842, 1.61889, 2.35581], [1.70506, 0.52080, 0.23495], [-1.35532, -1.06754, -0.05598], [-1.64529, 0.19278, -1.29181], [-1.21327, -1.67747, -1.58570], [1.92106, 0.64079, -2.11128], [0.34333, 1.25456, -2.22209], [0.78804, -0.41424, -2.91765], [1.40357, -1.87296, 0.44761], [0.91200, -2.65977, -0.92191], [2.26234, -1.36441, -1.00152]], "nbo_charge": [-0.868, 0.904, -1.075, -0.902, 0.133, -0.613, -0.614, -0.648, 0.207, 0.211, 0.205, 0.380, 0.373, 0.386, 0.217, 0.219, 0.215, 0.201, 0.210, 0.202, 0.215, 0.231, 0.213]}

***

4.
{"formula": "C29H53Br2Cl3IK2N5O7", "method": "ωB97M-V/def2-TZVPD", "gap_ev": 2.441, "e_lumo_ev": -2.339, "charge": 0, "elements": ["C", "C", "C", "I", "N", "C", "C", "C", "C", "C", "C", "C", "C", "C", "O", "C", "N", "C", "C", "C", "O", "Br", "H", "H", "H", "H", "H", "H", "H", "H", "H", "H", "H", "H", "H", "H", "H", "H", "H", "H", "H", "H", "H", "H", "H", "H", "H", "H", "H", "Cl", "C", "C", "Cl", "H", "H", "H", "H", "Br", "K", "C", "C", "O", "C", "O", "O", "C", "H", "H", "H", "H", "H", "H", "H", "H", "C", "C", "N", "H", "H", "H", "Cl", "O", "H", "C", "C", "N", "H", "H", "H", "K", "C", "C", "O", "N", "C", "H", "H", "H", "H", "H", "H", "H"], "coordinates": [[2.93941, 1.69195, 2.41734], [2.90072, 0.31579, 3.31000], [2.90154, -1.07462, 2.40560], [2.56046, -2.89459, 3.64652], [1.76699, -0.94148, 1.41340], [0.29893, -0.82093, 1.75775], [-0.34594, -0.66120, 0.25897], [-1.88512, -0.43537, -0.25828], [-3.02834, -1.26577, 0.57427], [-4.45046, -0.41021, 0.36671], [-4.63424, 0.81067, 1.45062], [-4.21590, 2.30751, 0.83437], [-3.05743, 2.99078, 1.77220], [-1.66005, 3.34493, 0.95583], [-1.89057, 3.82020, -0.42279], [-0.85432, 3.33795, -1.35274], [0.68876, -0.69003, -0.84439], [1.99101, -0.86101, -0.08855], [3.35322, -0.89775, -1.00013], [3.17532, 0.31584, -2.13441], [2.76188, 0.07275, -3.38083], [3.58832, 2.19769, -1.47105], [2.45662, 1.60914, 1.35412], [2.36799, 2.58300, 2.96649], [4.07842, 1.96909, 2.24535], [3.84873, 0.35823, 4.03342], [1.95884, 0.28724, 4.03472], [3.95440, -1.15715, 1.89000], [-0.28324, -0.82458, 2.77280], [-2.12698, 0.72525, -0.13633], [-1.90535, -0.63379, -1.43264], [-2.74928, -1.41284, 1.70490], [-3.16492, -2.30761, 0.02103], [-4.42265, -0.05075, -0.75865], [-5.31285, -1.18889, 0.50680], [-3.99922, 0.52591, 2.39631], [-5.77916, 0.91441, 1.75933], [-3.86054, 2.10915, -0.28168], [-5.19749, 2.96828, 0.75431], [-3.49861, 4.01262, 2.18952], [-2.76654, 2.34195, 2.71155], [-0.95105, 2.41760, 1.04240], [-1.12714, 4.23637, 1.52704], [-1.39301, 3.15727, -2.40209], [0.00687, 4.11381, -1.56865], [-0.36098, 2.31824, -1.05463], [0.46967, -0.57951, -1.85919], [3.39973, -1.90641, -1.63647], [4.34902, -0.69751, -0.41842], [-1.93100, -3.35812, -2.16250], [-0.36794, -4.18917, -2.36203], [0.04754, -4.28874, -3.82174], [-0.99825, -5.39774, -4.74365], [-0.44693, -5.17654, -1.89680], [0.37225, -3.60853, -1.80359], [1.06602, -4.68250, -3.89166], [0.02504, -3.31217, -4.31438], [0.92084, -2.26748, -3.37191], [-3.57916, -3.82955, 0.44533], [5.08154, 6.30341, 7.04350], [3.58225, 6.23329, 6.81319], [3.23753, 6.77582, 5.53242], [3.45643, 5.95862, 4.47248], [3.90342, 4.82371, 4.51999], [3.11909, 6.63212, 3.34352], [3.39036, 5.91496, 2.14233], [5.44721, 7.32431, 6.89446], [5.33337, 5.97966, 8.05730], [5.62130, 5.66652, 6.33556], [3.07130, 6.84499, 7.56476], [3.20321, 5.21014, 6.91898], [2.93942, 4.91745, 2.16202], [4.47165, 5.84722, 1.98650], [2.95451, 6.47204, 1.30816], [1.31208, 7.06856, -2.71826], [1.91022, 6.08449, -1.72612], [2.40636, 5.26812, -0.90308], [0.98489, 7.97195, -2.19614], [2.05911, 7.34182, -3.46864], [0.45239, 6.61596, -3.21995], [-0.27916, -2.23735, -5.70953], [-3.30263, 0.45551, -2.57202], [-2.65569, 0.99571, -2.98779], [-1.95352, -1.68296, -8.47201], [-3.17324, -1.47202, -9.35422], [-4.18510, -1.29707, -10.08604], [-1.40259, -2.56769, -8.80290], [-1.29578, -0.81134, -8.53078], [-2.26473, -1.82489, -7.43345], [5.12084, -2.52955, 1.57515], [-1.94455, -8.32428, -1.12357], [-1.95846, -8.71050, 0.32875], [-1.53635, -7.96198, 1.20761], [-2.45886, -9.93414, 0.66483], [-2.99766, -10.95073, -0.20678], [-1.51703, -7.32294, -1.22970], [-1.32748, -9.02490, -1.69238], [-2.96441, -8.30741, -1.51721], [-2.43304, -10.11851, 1.66108], [-4.02796, -11.14755, 0.09930], [-2.40477, -11.85895, -0.07437], [-2.97936, -10.65275, -1.25572]], "lowdin_charge": [-0.119, -0.253, -0.735, 0.769, -0.167, 0.025, -0.061, -0.165, -0.275, -0.189, -0.192, -0.182, -0.175, -0.224, -0.239, -0.106, 0.091, -0.132, -0.142, -0.623, -0.120, 0.606, 0.046, 0.097, 0.091, 0.122, 0.114, -0.061, 0.122, 0.109, 0.086, 0.106, -0.133, 0.102, 0.092, 0.090, 0.110, 0.109, 0.118, 0.111, 0.102, 0.098, 0.125, 0.117, 0.062, 0.081, 0.035, 0.113, 0.077, 0.604, -0.771, -1.026, 0.478, 0.047, -0.033, 0.057, -0.371, 0.548, 0.892, -0.071, -0.221, 0.025, -0.549, 0.090, -0.003, -0.062, 0.083, 0.079, 0.073, 0.124, 0.123, 0.076, 0.102, 0.067, -0.061, -0.176, 0.086, 0.079, 0.079, 0.082, -0.064, -0.492, -0.176, -0.143, -0.223, 0.048, 0.068, 0.069, 0.014, 0.807, -0.002, -0.551, 0.004, -0.003, -0.079, 0.071, 0.094, 0.091, 0.142, 0.084, 0.085, 0.080]}

***

Taking the records one at a time from the top gives molecular weight values of 801.90, 107.15, 114.00, 1055.04 g/mol.